1.
Computed, not measured: a single C2H6F2N2 molecule in a non-equilibrium geometry, with ωB97M-V/def2-TZVPD.

```
12
Properties=species:S:1:pos:R:3:mulliken_charge:R:1
C 0.892 0.154 0.043 -0.87
C -0.734 -0.069 -0.020 0.80
N 1.739 -0.957 -0.205 -0.60
N -1.483 1.065 -0.134 -0.54
F -0.922 -0.793 1.197 -0.35
F -1.036 -1.063 -0.875 -0.29
H 0.922 0.573 1.110 0.37
H 1.171 1.083 -0.573 0.36
H 1.288 -1.661 0.336 0.31
H 1.619 -1.235 -1.276 0.30
H -0.999 1.962 0.232 0.26
H -2.457 0.941 0.165 0.24
```

Calculated values
- Max |F|: 4.50 eV Å⁻¹
- Structure (SMILES): NCC(N)(F)F
- HOMO-LUMO gap: 10.77 eV
- Highest occupied orbital energy: -0.363 hartree
- Calculated total energy: -10586.1496 eV
- Spin multiplicity: 1


2.
Computed, not measured: 5 unconnected molecules or ions with the total composition C7H13BCl12FNO5S in a non-equilibrium geometry, with ωB97M-V/def2-TZVPD.

```
41
Properties=species:S:1:pos:R:3:mulliken_charge:R:1
C -2.109 -2.511 1.275 -0.87
C -1.032 -1.514 0.497 0.05
O 0.346 -1.995 0.813 -0.30
C 1.238 -1.547 -0.267 -0.57
N 2.715 -1.708 0.005 0.13
B 3.148 -3.155 0.127 0.38
O 4.605 -3.494 -0.046 -0.53
O 2.248 -4.320 0.359 -0.50
S 3.291 -0.704 1.310 1.11
O 4.779 -1.028 1.725 -0.56
O 2.465 -0.775 2.616 -0.49
F 3.348 0.929 0.708 -0.26
H -1.681 -3.615 1.122 0.29
H -3.203 -2.423 0.870 0.25
H -2.012 -2.280 2.432 0.30
H -1.237 -1.512 -0.656 0.30
H -1.230 -0.422 0.895 -0.04
H 1.047 -0.443 -0.629 0.38
H 0.996 -2.235 -1.212 0.30
H 5.001 -3.540 0.883 0.34
H 2.852 -5.137 0.384 0.34
C -3.440 2.388 1.489 -0.08
Cl -4.808 2.569 0.378 -0.11
Cl -2.416 1.028 1.000 -0.09
Cl -2.494 3.885 1.559 -0.11
H -3.833 2.182 2.488 0.35
C -4.335 -1.490 -2.101 -0.13
Cl -4.418 -0.172 -0.919 -0.03
Cl -2.937 -2.529 -1.777 -0.08
Cl -5.832 -2.437 -2.082 -0.13
H -4.216 -1.053 -3.096 0.38
C -3.553 4.773 -3.264 -0.02
Cl -2.854 3.433 -2.339 -0.04
Cl -4.777 4.175 -4.397 -0.13
Cl -4.253 5.983 -2.174 -0.11
H -2.755 5.248 -3.839 0.32
C 6.224 2.983 1.160 0.40
Cl 6.238 3.381 2.886 -0.12
Cl 5.218 4.134 0.264 -0.13
Cl 7.873 2.964 0.513 -0.13
H 5.795 1.985 1.040 -0.03
```

Calculated values
- Max |F|: 7.81 eV Å⁻¹
- Structure (SMILES): CCOCN(B(O)O)S(=O)(=O)F.ClC(Cl)Cl.ClC(Cl)Cl.ClC(Cl)Cl.ClC(Cl)Cl
- HOMO-LUMO gap: 9.07 eV
- Highest occupied orbital energy: -0.378 hartree
- Calculated total energy: -183692.7155 eV
- Spin multiplicity: 1


3.
Computed, not measured: a single C4H5N3O molecule in a non-equilibrium geometry, with ωB97M-V/def2-TZVPD.

```
13
Properties=species:S:1:pos:R:3:mulliken_charge:R:1
C -0.875 -0.086 -0.303 -0.30
C 0.419 -0.094 0.416 0.78
C 1.440 -1.117 0.014 -0.47
C 1.202 1.131 0.106 -0.42
H -3.791 0.088 0.182 0.39
H -0.869 -0.025 -1.405 0.41
H 0.334 -0.194 1.477 0.24
H 1.396 -2.186 0.046 0.46
H 0.892 2.173 0.232 0.43
N -1.978 -0.009 0.360 -0.35
N 2.512 -0.575 -0.340 -0.39
N 2.389 0.844 -0.330 -0.42
O -3.071 0.050 -0.456 -0.36
```

Calculated values
- Max |F|: 2.07 eV Å⁻¹
- Structure (SMILES): O/N=C/C1C=NN=C1
- HOMO-LUMO gap: 10.41 eV
- Highest occupied orbital energy: -0.364 hartree
- Calculated total energy: -10743.3116 eV
- Spin multiplicity: 1


4.
Computed, not measured: 2 unconnected molecules or ions with the total composition C21H27N2 in a non-equilibrium geometry, with ωB97M-V/def2-TZVPD.

```
50
Properties=species:S:1:pos:R:3:mulliken_charge:R:1
C 2.091 -3.163 2.116 -1.78
C 1.751 -1.744 1.982 -0.11
N 2.733 -0.818 2.032 0.27
C 4.155 -1.130 2.051 -0.86
C 2.206 0.474 1.952 0.05
C 0.807 0.356 1.802 0.95
C 0.080 1.520 1.561 0.08
C 0.758 2.759 1.545 -1.04
C 2.161 2.834 1.663 -0.67
C 2.909 1.666 1.857 -1.08
C 0.500 -1.083 1.821 1.60
C -0.730 -1.707 1.621 -0.91
C -2.028 -1.144 1.881 0.70
C -2.250 -0.182 2.903 -0.44
C -3.467 0.503 2.982 -0.45
C -4.498 0.221 2.073 -0.50
C -4.344 -0.837 1.164 -0.66
C -3.158 -1.567 1.125 -0.27
H 1.177 -3.747 2.193 0.41
H 2.662 -3.511 1.244 0.39
H 2.704 -3.338 3.010 0.40
H 4.708 -0.189 1.992 0.31
H 4.443 -1.664 2.967 0.31
H 4.430 -1.761 1.193 0.34
H -0.995 1.462 1.412 0.45
H 0.188 3.682 1.435 0.41
H 2.664 3.797 1.610 0.41
H 3.994 1.656 1.926 0.25
H -0.703 -2.765 1.343 0.27
H -1.456 0.014 3.632 0.46
H -3.610 1.265 3.753 0.43
H -5.421 0.799 2.090 0.42
H -5.162 -1.115 0.495 0.42
H -3.056 -2.468 0.508 0.49
C -1.278 0.051 -3.937 -1.70
C -1.191 -0.816 -2.689 1.67
C -2.380 -1.766 -2.679 -1.45
C 0.115 -1.615 -2.769 -1.56
N -1.293 0.015 -1.487 -0.49
H -0.421 0.730 -4.027 0.41
H -1.281 -0.599 -4.823 0.39
H -2.197 0.645 -3.951 0.41
H -2.381 -2.422 -1.800 0.22
H -3.316 -1.194 -2.675 0.38
H -2.363 -2.396 -3.577 0.43
H 0.270 -2.232 -1.875 0.28
H 0.085 -2.276 -3.642 0.41
H 0.973 -0.940 -2.883 0.38
H -1.217 -0.518 -0.622 -0.13
H -0.642 0.803 -1.477 0.34
```

Calculated values
- Max |F|: 1.92 eV Å⁻¹
- HOMO-LUMO gap: 6.45 eV
- Highest occupied orbital energy: -0.421 hartree
- Net charge: +1
- Calculated total energy: -25189.3390 eV
- Spin multiplicity: 1